2 unconnected molecules or ions with the total composition C8H16N at a distorted geometry. Source: the OMol25 dataset; level of theory: ωB97M-V/def2-TZVPD.

CARTESIAN COORDINATES (ANGSTROEM)
N -1.028 0.242 -1.898
C 1.667 -1.941 2.890
C 1.354 -0.781 2.023
C -0.045 -0.494 -1.468
C 0.025 -1.266 -0.314
C 0.677 1.541 1.194
C -2.236 0.367 -1.224
C -0.989 0.955 -3.185
C 1.448 0.515 2.068
H -2.149 1.393 -0.761
H 1.538 -2.851 2.454
H 0.174 2.211 1.963
H -1.829 0.677 -3.696
H -0.146 0.620 -3.621
H 0.935 -1.938 3.746
H 0.652 -2.092 -0.250
H -0.844 -1.357 0.279
H 0.934 -0.549 -2.113
H -0.972 2.017 -2.935
H 1.262 2.202 0.581
H 0.044 1.056 0.587
H -2.406 -0.302 -0.383
H 2.753 -1.878 3.357
H -3.151 0.576 -1.901
H 2.332 1.077 2.604

Summary:
spin multiplicity: 1
energy relative to the best compared isomer or geometry (same formula, charge and spin): 5.773 eV
largest force on an atom: 4.7 eV Å⁻¹
molar mass: 126.2 g/mol
HOMO-LUMO gap (alpha / beta): 8.16 / 5.99 eV
total charge: +1
E_LUMO (alpha / beta): -4.6 / -5.9 eV

13 unconnected molecules or ions with the total composition C39H72Cl2F8N10O12S2 at a distorted geometry. Source: the OMol25 dataset; level of theory: ωB97M-V/def2-TZVPD.

CARTESIAN COORDINATES (ANGSTROEM)
Cl -3.278 4.257 -0.148
Cl -3.561 6.729 -1.961
S 1.945 1.611 2.816
S 0.438 0.173 4.272
F 2.932 3.311 1.096
F 0.923 2.617 0.366
F -1.307 -1.626 3.408
F -1.699 -0.951 5.412
F 2.697 1.322 0.336
F 3.411 -3.631 -4.449
F -2.188 0.344 3.700
F -3.241 -5.667 4.633
O 0.112 1.191 5.260
O 1.129 9.204 1.819
O -1.379 0.699 -1.423
O -3.539 4.258 6.151
O -3.231 -1.735 1.080
O 1.292 -0.940 4.731
O 1.636 2.848 3.473
O 0.834 5.269 -2.879
O -1.377 -5.236 -3.609
O 6.413 -2.019 5.925
O 3.280 1.048 3.112
O 0.811 -1.974 -0.405
N 1.008 6.993 1.621
N 1.713 -3.988 -0.382
N -0.780 -0.445 0.845
N 5.694 -2.042 3.726
N -0.950 -3.988 -5.500
N -4.714 3.434 4.490
N -3.813 -3.000 -0.678
N 0.839 0.552 2.599
N 2.981 4.463 -3.069
N -2.374 1.198 -3.371
C -2.698 5.175 -1.602
C 3.365 0.112 -4.762
C 3.657 0.373 -3.446
C 4.349 -2.503 3.949
C 3.349 -2.310 -4.186
C 0.040 0.811 -3.241
C -2.181 -7.510 1.635
C -1.331 -6.580 1.099
C -4.049 -2.503 0.567
C -2.638 -5.974 3.447
C 1.592 -2.744 0.042
C -3.530 2.908 3.750
C 0.866 8.230 1.121
C 3.016 4.051 -1.662
C 3.158 -1.246 -5.117
C 3.703 -0.645 -2.433
C -0.934 -2.616 -4.974
C 1.810 4.907 -3.564
C -5.813 4.780 6.197
C -1.328 0.876 -2.636
C -3.696 1.489 -3.020
C -1.328 -0.572 4.143
C 7.934 -1.387 4.216
C -4.602 4.123 5.559
C -1.304 -5.288 1.560
C 2.013 5.109 -5.014
C 3.678 -1.989 -2.832
C 0.372 5.750 1.145
C 0.857 -4.562 -1.399
C 6.632 -1.876 4.689
C -1.158 -5.130 -4.806
C 2.414 -2.345 1.320
C 2.096 2.250 1.029
C -1.839 -5.037 2.770
C 0.081 8.488 -0.203
C -2.847 -7.192 2.840
C -1.294 -6.336 -5.702
C -2.742 -2.612 -1.618
C -5.315 -2.950 1.255
H -1.424 -3.958 -6.392
H 8.095 -0.432 4.716
H 0.619 -5.622 -1.305
H -2.343 -8.421 1.077
H -4.459 -3.727 -0.951
H -0.815 -6.968 0.233
H -5.390 -4.032 1.148
H 2.219 4.174 -5.534
H -4.311 1.232 -3.882
H -1.773 -4.055 3.215
H -1.607 -0.829 1.281
H -1.793 -2.768 -1.105
H -2.139 0.953 -4.322
H -1.809 -2.156 -5.432
H -1.624 5.360 -1.564
H 2.103 3.586 -1.289
H -1.052 0.118 0.052
H 3.830 -0.462 -1.376
H -5.801 5.869 6.160
H 1.467 7.080 2.517
H -4.041 0.866 -2.194
H -5.331 -2.726 2.322
H 3.837 4.506 -3.605
H -3.185 3.700 3.086
H 0.545 5.639 0.074
H -6.678 4.366 5.678
H -0.197 -1.138 0.399
H 0.697 4.864 1.691
H -1.563 -6.044 -6.717
H 0.736 0.212 -2.653
H 0.522 1.752 -3.503
H -1.063 -2.596 -3.892
H -2.712 2.700 4.440
H -3.325 -7.942 3.453
H -2.740 -3.260 -2.495
H 3.825 -2.765 -2.096
H 1.408 -4.393 -2.324
H 0.009 0.267 -4.185
H -2.036 -7.044 -5.332
H 4.265 -2.755 5.006
H 1.066 5.533 -5.349
H 2.776 5.839 -5.286
H -3.918 2.524 -2.763
H 0.048 -2.200 -5.204
H 2.745 -3.173 1.947
H 1.813 -1.610 1.855
H 3.758 3.254 -1.710
H 4.051 -3.437 3.473
H 3.231 0.835 -5.553
H -0.182 0.084 1.463
H -0.347 -6.828 -5.923
H 8.737 -2.110 4.365
H -0.817 -4.518 0.981
H -2.837 -1.573 -1.932
H 7.868 -1.156 3.153
H -2.833 4.463 -2.416
H 3.280 4.858 -0.979
H -5.636 3.131 4.212
H 3.618 -1.717 3.759
H -0.753 9.184 -0.119
H -0.232 7.585 -0.727
H 2.314 -4.566 0.188
H 0.794 8.914 -0.908
H 2.838 -1.478 -6.122
H 3.682 1.347 -2.978
H -6.144 -2.502 0.707
H -0.083 -4.011 -1.446
H -6.009 4.559 7.246
H 6.222 -2.207 2.881
H 3.321 -1.778 1.107
H -0.694 5.833 1.355
H -3.654 1.969 3.211

Summary:
spin multiplicity: 1
largest force on an atom: 5.9 eV Å⁻¹
molar mass: 1160.1 g/mol
HOMO-LUMO gap: 8.24 eV
total charge: 0
E_LUMO: -0.4 eV

A molecular structure, C15H22N9O3S2V. Source: the OMol25 dataset; level of theory: ωB97M-V/def2-TZVPD.

CARTESIAN COORDINATES (ANGSTROEM)
V -0.122 -0.279 0.530
S -2.644 0.588 -2.263
S 0.623 2.158 -0.293
O -2.047 -0.066 1.316
O 1.880 2.283 -0.941
O 0.703 1.596 1.087
N 1.829 -0.584 4.215
N -3.362 -2.676 -0.605
N 2.730 -0.680 2.112
N -1.419 -3.484 -1.621
N 0.408 -0.673 2.384
N 3.952 -0.971 0.180
N -1.432 -1.672 -0.086
N 1.622 -0.997 0.074
N -0.370 0.947 -0.893
C -1.239 5.670 -0.876
C -4.310 -3.611 -1.218
C 2.770 -0.888 0.748
C -3.744 -1.631 0.342
C -0.278 4.808 -0.359
C -1.511 1.481 -1.540
C -2.406 -1.029 0.605
C -0.457 3.463 -0.614
C -2.059 -2.662 -0.820
C 5.202 -1.062 0.954
C -1.517 2.950 -1.375
C -2.452 3.830 -1.893
C -2.304 5.188 -1.633
C 1.617 -0.651 2.911
C 4.067 -0.944 -1.287
H -0.421 -3.428 -1.732
H 1.764 -1.314 -0.877
H -0.331 -0.566 3.072
H -1.908 -4.203 -2.134
H 5.082 -1.726 1.809
H 0.563 5.180 0.210
H -4.192 -2.038 1.253
H -4.249 -3.550 -2.305
H 5.962 -1.501 0.316
H 3.894 -1.933 -1.714
H -3.275 3.460 -2.490
H -5.315 -3.328 -0.918
H 2.748 -0.671 4.625
H -3.026 5.886 -2.033
H 5.075 -0.633 -1.542
H 1.062 -0.481 4.863
H 3.379 -0.209 -1.705
H -4.429 -0.901 -0.093
H -1.149 6.732 -0.694
H 5.544 -0.074 1.268
H -4.120 -4.629 -0.881
H 3.611 -0.475 2.559

Summary:
spin multiplicity: 2
energy relative to the best compared isomer or geometry (same formula, charge and spin): 0.412 eV
largest force on an atom: 0.5 eV Å⁻¹
molar mass: 491.5 g/mol
HOMO-LUMO gap (alpha / beta): 5.97 / 6.71 eV
total charge: +3
E_LUMO (alpha / beta): -11.4 / -10.7 eV

CH2INO in the gas phase at a distorted geometry. Source: the OMol25 dataset; level of theory: ωB97M-V/def2-TZVPD.

CARTESIAN COORDINATES (ANGSTROEM)
I -0.149 -2.402 -2.084
O 0.968 -1.742 1.006
N -0.135 -0.814 -0.764
C 0.443 -0.824 0.454
H 0.372 0.177 0.925
H -0.530 0.051 -1.105

Summary:
spin multiplicity: 1
structure (SMILES): O=CNI
energy relative to the best compared isomer or geometry (same formula, charge and spin): 1.059 eV
largest force on an atom: 1.2 eV Å⁻¹
molar mass: 170.9 g/mol
HOMO-LUMO gap: 9.00 eV
total charge: 0
E_LUMO: -0.6 eV

A molecular structure, C3H6Cl6 at a distorted geometry. Source: the OMol25 dataset; level of theory: ωB97M-V/def2-TZVPD.

CARTESIAN COORDINATES (ANGSTROEM)
Cl 0.396 -0.593 2.934
Cl -0.099 -0.492 0.427
Cl 1.021 -1.330 -1.766
Cl -1.405 1.635 2.257
Cl -0.744 1.859 -1.193
Cl -1.252 -1.962 -3.674
C -0.672 -1.920 -1.961
C 0.571 0.850 -0.533
C 0.259 1.207 2.593
H -0.536 -2.976 -1.724
H 0.544 1.769 3.483
H 1.192 1.551 0.024
H 0.919 1.410 1.750
H -1.371 -1.424 -1.288
H 1.178 0.416 -1.327

Summary:
spin multiplicity: 1
energy relative to the best compared isomer or geometry (same formula, charge and spin): 3.429 eV
largest force on an atom: 5.4 eV Å⁻¹
molar mass: 254.8 g/mol
HOMO-LUMO gap: 9.99 eV
total charge: 0
E_LUMO: 0.5 eV

A gas-phase ion, C19H25BrNO3 (charge +1). Source: the OMol25 dataset; level of theory: ωB97M-V/def2-TZVPD.

CARTESIAN COORDINATES (ANGSTROEM)
Br -0.428 3.101 -0.384
O 5.246 0.635 0.593
O -2.054 -1.299 1.830
O -2.392 1.285 0.654
N 3.278 -1.090 -0.426
C 5.489 0.001 -0.640
C 2.800 -0.906 0.984
C -1.217 0.655 0.795
C -4.511 -1.649 0.004
C -4.591 -2.702 -0.889
C 0.316 -1.125 1.380
C -3.017 -0.505 -1.480
C -3.720 -0.544 -0.284
C -0.982 -0.627 1.348
C 1.398 -0.368 0.946
C -1.898 -2.621 2.293
C 4.850 -1.950 -2.080
C -3.091 -1.564 -2.369
C -3.634 0.598 0.695
C 1.184 0.907 0.445
C -3.876 -2.665 -2.075
C 5.293 -2.308 0.368
C 4.751 -1.348 -0.681
C -0.108 1.388 0.363
H -3.849 0.252 1.710
H 4.379 -2.930 -2.114
H 0.496 -2.107 1.786
H 3.015 -0.230 -0.924
H 6.299 -2.610 0.091
H 4.387 -1.307 -2.826
H 2.002 1.540 0.136
H -2.418 0.361 -1.725
H -3.937 -3.488 -2.771
H 2.741 -1.858 -0.844
H 6.557 -0.193 -0.783
H 5.345 -1.830 1.342
H -1.239 -2.666 3.165
H -4.360 1.376 0.430
H -5.066 -1.679 0.929
H -2.543 -1.522 -3.299
H 5.892 -2.078 -2.357
H 2.843 -1.861 1.505
H 5.144 0.634 -1.472
H -2.896 -2.943 2.582
H -1.524 -3.279 1.504
H 4.683 -3.205 0.433
H -5.212 -3.555 -0.659
H 5.866 1.361 0.717
H 3.474 -0.193 1.462

Summary:
spin multiplicity: 1
structure (SMILES): COc1cc(C[NH2+]C(C)(C)CO)cc(Br)c1OCc1ccccc1
energy relative to the best compared isomer or geometry (same formula, charge and spin): 0.187 eV
largest force on an atom: 0.8 eV Å⁻¹
molar mass: 395.3 g/mol
HOMO-LUMO gap: 8.40 eV
total charge: +1
E_LUMO: -2.6 eV

A molecular structure, C61H48AsN2O4PdS2 at a distorted geometry. Source: the OMol25 dataset; level of theory: ωB97M-V/def2-TZVPD.

CARTESIAN COORDINATES (ANGSTROEM)
Pd 0.330 -2.004 0.447
As 2.885 -1.345 1.428
S -1.835 -0.494 0.202
S 0.399 1.529 0.172
O 1.359 0.366 0.188
O -2.455 -1.135 1.378
O 2.453 -2.104 0.016
O -1.323 -3.087 -0.193
N 0.681 -6.570 0.546
N 0.911 -4.400 0.789
C -3.323 1.454 1.443
C 4.626 0.899 2.060
C 5.484 1.938 1.732
C 2.577 5.541 0.425
C 1.464 5.243 1.211
C -1.884 1.937 -3.151
C 4.426 0.342 -0.280
C 2.029 -6.319 0.532
C -2.198 -6.313 1.246
C -2.453 -1.852 -3.555
C -2.465 4.599 -1.238
C -1.427 1.928 -1.803
C -1.446 1.512 -5.511
C 3.704 -3.038 3.706
C 0.032 -5.387 0.693
C -2.789 3.514 -0.387
C 3.044 4.578 -0.465
C 5.755 -4.292 3.731
C -3.400 -3.908 0.570
C -3.631 2.223 -4.793
C -2.921 5.857 -0.964
C -4.451 -2.152 -5.046
C -4.156 -4.952 1.048
C 2.154 -4.974 0.688
C 5.237 -2.893 1.853
C -4.602 -1.227 -2.706
C -2.308 2.199 -0.634
C -3.216 2.268 -3.491
C 4.079 0.122 1.046
C 0.831 4.018 1.107
C -0.893 -0.422 4.121
C -0.618 -1.722 3.727
C -2.739 1.835 -5.811
C -0.017 0.606 3.801
C -1.867 -1.488 -2.358
C -3.565 3.762 0.775
C -2.659 -0.985 -1.335
C 2.420 3.346 -0.573
C 6.096 -3.773 2.488
C 5.301 1.368 -0.600
C 0.347 1.190 -3.850
C 1.380 -0.953 2.616
C -0.980 1.559 -4.178
C -0.122 1.587 -1.544
C -2.566 1.198 0.289
C -3.829 2.702 1.668
C -4.027 5.076 1.024
C 1.316 3.071 0.211
C 1.117 0.343 3.048
C 0.772 1.188 -2.554
C 3.250 6.877 0.569
C -3.829 -1.727 -3.747
C -1.405 -5.261 0.789
C 0.523 -2.004 2.983
C -3.720 6.098 0.172
C 4.035 -2.530 2.456
C 5.811 2.179 0.405
C -3.564 -6.172 1.376
C -4.024 -0.852 -1.504
C 4.568 -3.919 4.342
C -2.002 -4.034 0.400
H -0.760 1.201 -6.291
H -0.037 3.783 1.713
H 1.025 0.896 -4.642
H -4.634 -0.468 -0.694
H 6.418 -4.989 4.226
H 4.391 0.676 3.095
H -3.906 -1.734 -5.892
H -5.492 -1.837 -5.110
H -4.651 2.477 -5.049
H 0.246 -7.463 0.403
H 5.588 1.539 -1.630
H -5.222 -4.817 1.175
H -1.787 -0.212 4.693
H 1.793 1.148 2.780
H 4.311 -4.309 5.318
H 1.096 5.982 1.913
H 5.918 2.546 2.515
H 2.805 2.600 -1.253
H -4.419 2.904 2.554
H 3.053 -4.387 0.733
H -1.841 -2.250 -4.356
H -3.901 2.558 -2.705
H -0.216 1.617 4.131
H 0.809 -3.031 2.794
H -4.418 -3.239 -5.139
H -3.852 -2.969 0.292
H -3.088 1.789 -6.834
H 2.781 -2.742 4.190
H -3.488 0.636 2.132
H 5.483 -2.480 0.879
H -1.725 -7.246 1.529
H -1.291 -2.524 3.997
H 2.759 -7.102 0.427
H 1.771 0.874 -2.281
H -4.074 7.100 0.371
H 3.618 7.002 1.588
H 4.086 6.983 -0.119
H 2.540 7.683 0.377
H -1.839 4.418 -2.102
H -5.675 -1.133 -2.829
H 7.031 -4.054 2.022
H 3.899 4.788 -1.095
H 6.480 2.993 0.157
H 3.990 -0.294 -1.043
H -4.618 5.259 1.913
H -2.669 6.679 -1.621
H -4.171 -6.994 1.727
H -0.803 -1.617 -2.204

Summary:
spin multiplicity: 3
energy relative to the best compared isomer or geometry (same formula, charge and spin): 1.041 eV
largest force on an atom: 2.3 eV Å⁻¹
molar mass: 1118.5 g/mol
HOMO-LUMO gap (alpha / beta): 7.68 / 5.64 eV
total charge: +1
E_LUMO (alpha / beta): -2.0 / -4.0 eV